No. 1
Formula: C27H31N4OTl
Source: OMol25
Level of theory: ωB97M-V/def2-TZVPD

The geometry in XYZ format:
```
64
Properties=species:S:1:pos:R:3:forces:R:3:mulliken_charge:R:1
Tl -0.234 0.073 0.425 0.2 0.0 -0.2 0.882
C -0.404 -7.090 -0.296 0.0 0.1 0.0 -1.682
C -1.437 -6.298 -1.109 0.0 -0.2 -0.1 1.912
C -1.420 -6.782 -2.573 0.0 0.0 0.1 -1.554
C -2.827 -6.550 -0.515 0.1 0.1 0.0 -1.955
C -1.089 -4.822 -1.138 -0.1 0.2 0.0 -0.296
C -2.057 -3.822 -1.100 0.0 0.0 0.0 -0.451
C -1.673 -2.502 -1.207 0.0 0.0 0.0 -1.023
N -0.402 -2.103 -1.341 0.5 0.2 0.0 -0.502
C 0.506 -3.047 -1.384 -0.5 -0.1 0.2 0.509
C 0.230 -4.398 -1.293 0.2 0.0 0.1 0.092
C 2.577 -1.299 -1.818 0.2 0.7 0.1 0.446
C 3.936 -1.281 -2.078 0.1 -0.2 0.1 0.256
C 4.573 -0.071 -2.346 -0.2 -0.1 0.0 -0.479
C 3.761 1.062 -2.333 0.0 0.0 0.0 -0.408
C 2.416 0.932 -2.068 -0.1 0.1 0.0 -1.134
N 1.813 -0.236 -1.807 -0.3 -0.6 0.3 -0.321
C 6.061 0.011 -2.632 0.1 0.0 0.0 2.014
C 6.629 -1.345 -3.062 0.0 0.1 0.0 -1.878
C 6.329 1.038 -3.743 0.0 -0.1 0.0 -1.711
C 6.760 0.467 -1.338 0.0 0.0 -0.1 -1.535
H -0.717 -8.131 -0.238 0.0 0.0 0.0 0.496
H -0.321 -6.705 0.722 0.0 0.0 0.0 0.373
H 0.586 -7.082 -0.757 0.0 0.0 0.0 0.373
H -1.657 -7.846 -2.603 0.0 0.0 0.0 0.436
H -0.438 -6.637 -3.029 0.0 0.0 0.0 0.333
H -2.160 -6.250 -3.172 0.0 0.0 0.0 0.385
H -2.992 -7.624 -0.451 0.0 0.0 0.0 0.440
H -3.621 -6.141 -1.141 0.0 0.0 0.0 0.418
H -2.916 -6.134 0.490 0.0 0.0 0.0 0.440
H -3.103 -4.064 -0.988 0.0 0.0 0.0 0.452
H -2.413 -1.709 -1.191 0.0 0.0 0.0 0.522
H 1.015 -5.137 -1.347 0.0 0.0 0.0 0.356
H 4.513 -2.193 -2.088 0.0 0.0 0.0 0.259
H 4.164 2.044 -2.537 0.0 0.0 0.0 0.456
H 1.768 1.803 -2.070 0.0 0.0 0.0 0.487
H 6.100 -1.746 -3.930 0.0 0.0 0.0 0.425
H 6.603 -2.078 -2.252 0.0 0.0 0.0 0.327
H 7.675 -1.220 -3.338 0.0 0.0 0.0 0.487
H 5.715 0.840 -4.624 0.0 0.0 0.0 0.398
H 7.376 0.985 -4.038 0.0 0.0 0.0 0.456
H 6.144 2.059 -3.409 0.0 0.0 0.0 0.393
H 6.624 -0.263 -0.537 0.0 0.0 0.0 0.360
H 6.375 1.430 -1.000 0.0 0.0 0.0 0.401
H 7.828 0.577 -1.523 0.0 0.0 0.0 0.415
O 1.532 -1.677 0.888 -0.2 0.2 -0.3 -0.476
C 2.333 -2.471 1.406 0.2 -0.3 -0.2 0.853
C 2.601 -2.479 2.818 0.0 0.1 0.2 -0.823
C 3.458 -3.364 3.372 -0.2 0.1 -0.1 -0.656
C 4.146 -4.331 2.564 0.1 -0.2 -0.1 -0.839
C 3.947 -4.376 1.235 0.2 -0.2 0.0 -1.632
C 3.040 -3.461 0.577 -0.2 0.3 0.0 1.286
C 2.867 -3.550 -0.774 0.2 -0.2 0.1 -0.291
N 1.987 -2.720 -1.672 0.0 -0.1 -0.1 1.000
C 2.220 -3.323 -3.021 0.1 -0.3 -0.3 0.068
C 3.085 -4.316 -2.915 -0.1 0.1 0.0 -1.009
N 3.477 -4.454 -1.587 -0.1 0.1 0.0 0.321
H 2.073 -1.744 3.411 0.0 0.0 0.0 0.515
H 3.634 -3.359 4.440 0.0 0.0 0.0 0.443
H 4.827 -5.025 3.037 0.0 0.0 0.0 0.487
H 4.484 -5.115 0.655 0.0 0.0 0.1 0.320
H 1.709 -2.914 -3.874 -0.1 0.1 0.1 0.538
H 3.481 -4.954 -3.688 0.0 0.0 0.0 0.636
H 4.120 -5.151 -1.254 0.0 0.0 0.0 0.193
```
Forces are in eV/Å.

## Properties
E ... -41188.5488 eV
Molar mass ... 631.96 g/mol
ΔE to the lowest compared entry with this formula, charge and spin ... 24.1 kcal per mole
Net charge ... +2
Frontier orbital gap ... 7.24 eV
HOMO ... -14.239 eV

---

No. 2
Formula: C27H31N6O3SbW
Source: OMol25
Level of theory: ωB97M-V/def2-TZVPD

The geometry in XYZ format:
```
69
Properties=species:S:1:pos:R:3:forces:R:3:lowdin_spin:R:1
W 1.561 -0.123 0.509 1.5 -1.6 -1.4 1.780
N 2.484 -1.921 -1.109 -0.2 0.3 0.3 0.013
N 2.837 -3.089 -0.396 0.1 -0.1 0.0 0.000
C 2.624 -3.129 0.922 -0.1 0.0 -0.2 0.002
N 2.956 -4.137 1.675 0.0 0.0 0.0 0.003
N 1.998 -1.987 1.345 0.1 0.3 0.0 0.010
N 1.575 -1.731 2.598 0.0 -0.6 0.5 0.013
O 1.033 -0.581 2.562 -0.1 0.3 0.0 -0.005
O 1.672 -2.430 3.539 0.0 0.1 -0.1 0.049
H 1.872 -2.195 -1.880 -0.2 0.1 0.1 0.003
H 3.332 -1.543 -1.534 0.1 0.1 0.0 0.001
H 3.275 -3.861 -0.889 0.0 0.0 -0.1 0.000
H 3.431 -4.956 1.304 0.0 0.0 0.0 0.000
H 2.747 -4.142 2.666 0.0 0.0 0.1 0.000
O 3.330 0.648 2.048 -0.4 0.1 -0.3 0.029
C 2.531 1.813 1.895 1.0 0.3 0.0 -0.004
C 3.158 2.850 0.990 -0.1 -0.2 -0.3 0.001
C 3.639 2.239 -0.338 -0.2 0.2 0.1 0.007
C 2.566 2.092 -1.382 0.2 0.1 0.0 0.005
C 2.494 2.992 -2.433 -0.1 0.0 0.0 0.000
C 1.636 2.757 -3.496 0.0 -0.1 0.1 0.000
C 0.854 1.602 -3.479 0.0 0.0 0.0 0.000
C 0.902 0.785 -2.382 -0.1 -0.1 0.0 0.010
N 1.728 1.015 -1.319 0.2 -0.1 0.4 0.017
H 4.148 0.839 2.538 0.1 -0.1 -0.1 0.003
H 2.227 2.218 2.863 -0.5 -0.2 -0.1 0.000
H 1.523 1.453 1.414 -0.4 1.2 0.7 0.010
H 4.014 3.274 1.522 0.0 0.0 0.1 -0.001
H 2.457 3.669 0.820 0.0 0.0 0.1 0.000
H 4.099 1.264 -0.151 0.1 0.0 -0.1 0.003
H 4.426 2.868 -0.750 0.0 0.0 0.0 0.001
H 3.146 3.856 -2.429 0.0 0.0 0.0 0.000
H 1.598 3.439 -4.337 0.0 0.0 0.0 0.000
H 0.208 1.352 -4.309 0.0 0.0 0.0 0.000
H 0.270 -0.095 -2.332 0.0 0.0 0.0 0.002
C -4.450 -1.159 3.588 -0.2 0.0 0.0 -0.002
C -3.204 -0.693 3.986 0.1 0.1 -0.1 0.000
C -2.209 -0.479 3.041 0.0 -0.1 0.1 0.000
C -2.493 -0.757 1.709 0.7 -0.1 -0.1 -0.006
C -3.731 -1.227 1.295 0.1 -0.1 -0.2 -0.004
C -4.717 -1.430 2.252 0.1 0.1 0.0 -0.001
Sb -1.087 -0.386 0.133 -2.5 0.3 0.0 -0.011
C -1.423 1.727 -0.127 0.3 -0.7 -0.1 0.028
C -2.036 2.310 -1.224 0.1 0.1 -0.1 0.002
C -2.251 3.685 -1.217 0.0 -0.1 -0.1 0.009
C -1.853 4.455 -0.132 0.0 0.0 0.0 0.004
C -1.247 3.861 0.968 0.0 0.0 0.0 0.002
C -1.028 2.489 0.974 0.0 0.0 0.0 0.013
C -1.711 -1.786 -1.371 0.6 0.5 0.4 0.012
C -2.263 -1.424 -2.593 0.0 0.1 -0.1 0.001
C -2.720 -2.427 -3.440 0.0 0.1 0.0 0.001
C -2.608 -3.761 -3.072 0.0 0.0 0.0 -0.002
C -2.059 -4.110 -1.843 0.0 0.0 0.0 0.001
C -1.598 -3.122 -0.986 0.0 0.0 0.0 0.000
H -5.230 -1.300 4.325 0.0 -0.1 0.0 0.000
H -2.996 -0.497 5.029 -0.1 0.0 0.0 0.000
H -1.245 -0.102 3.356 0.0 0.0 0.0 0.000
H -3.944 -1.423 0.250 0.0 -0.1 0.0 0.000
H -5.687 -1.791 1.940 0.0 0.0 0.1 0.000
H -2.383 1.719 -2.063 0.0 0.0 0.0 0.000
H -2.756 4.147 -2.056 0.0 0.0 0.0 0.000
H -2.052 5.519 -0.127 0.0 0.0 0.0 0.000
H -0.987 4.461 1.830 0.0 0.0 0.0 0.000
H -0.659 2.013 1.881 0.0 0.0 0.0 0.001
H -2.377 -0.388 -2.888 0.0 0.0 0.0 0.000
H -3.176 -2.158 -4.384 0.0 0.0 0.0 0.000
H -2.961 -4.533 -3.742 0.0 0.0 0.0 0.000
H -2.008 -5.150 -1.547 0.0 0.0 0.0 0.000
H -1.203 -3.392 -0.011 -0.1 0.0 0.0 0.000
```
Forces are in eV/Å.

## Properties
E ... -51901.2666 eV
Expectation value of S² ... 2.027
Molar mass ... 793.18 g/mol
Net charge ... +4
Frontier orbital gap (alpha / beta) ... 5.04 / 4.91 eV
Spin multiplicity ... 3
HOMO (alpha / beta) ... -18.914 / -18.915 eV

---

No. 3
Formula: C27H31N7RhS4
Source: OMol25
Level of theory: ωB97M-V/def2-TZVPD

The geometry in XYZ format:
```
70
Properties=species:S:1:pos:R:3:forces:R:3:lowdin_spin:R:1
Rh -1.356 -2.867 0.270 -0.4 -1.0 -0.4 1.270
S -2.923 -4.216 1.509 0.1 0.3 -0.1 0.036
S -2.065 -5.901 0.781 0.1 -0.2 -0.2 0.044
S -2.719 -5.843 -1.176 -0.2 -0.1 0.2 0.024
S -2.089 -3.961 -1.762 0.3 0.2 0.0 0.056
C 0.261 0.549 1.230 -0.1 0.2 0.3 0.019
C 0.211 -0.060 2.609 -0.1 -0.2 -0.1 0.126
C 0.610 0.686 3.709 0.0 0.0 0.1 -0.012
C 0.651 0.145 4.988 0.0 -0.1 -0.1 0.119
C 0.307 -1.193 5.187 0.0 0.1 0.0 -0.011
C -0.100 -1.988 4.135 -0.1 0.0 -0.2 0.112
C -0.476 -3.434 4.322 0.0 0.1 0.0 0.020
C -0.189 -1.418 2.822 0.0 -0.2 0.0 0.089
N -0.625 -2.205 1.824 0.4 0.8 0.7 0.962
H -0.256 1.512 1.214 0.0 0.0 0.1 0.004
H -0.189 -0.099 0.491 -0.2 -0.1 -0.1 0.001
H 1.300 0.717 0.928 -0.2 0.0 0.1 0.006
H 0.913 1.717 3.552 0.0 0.0 0.0 -0.002
H 0.965 0.757 5.826 0.0 0.0 0.0 0.008
H 0.362 -1.624 6.182 0.0 0.0 -0.1 -0.002
H -0.342 -3.740 5.362 0.0 0.0 -0.1 0.000
H 0.133 -4.078 3.681 0.0 0.0 0.0 0.005
H -1.513 -3.615 4.024 0.1 0.0 0.0 0.005
N 3.174 1.258 -3.486 0.1 0.1 -0.1 0.038
C 4.239 2.135 -3.602 -0.2 -0.2 -0.1 0.007
C 4.639 3.004 -4.607 0.0 0.0 0.1 0.009
C 5.791 3.758 -4.380 -0.1 -0.1 0.1 0.034
C 6.500 3.633 -3.181 -0.1 -0.1 0.0 0.005
C 6.086 2.757 -2.180 0.1 0.1 0.0 0.033
C 4.938 1.993 -2.389 0.0 -0.2 0.2 -0.002
N 4.326 1.063 -1.571 0.1 0.2 -0.1 0.108
C 3.265 0.626 -2.248 0.1 0.1 0.0 0.065
C 2.320 -0.337 -1.807 0.0 0.0 0.0 0.196
C 1.189 -0.758 -2.582 0.1 0.0 0.1 0.068
C 0.289 -1.643 -2.067 0.2 -0.1 0.1 0.060
N 0.376 -2.191 -0.820 -0.1 0.5 0.1 0.206
C 1.514 -1.869 -0.112 0.0 -0.2 -0.3 0.085
C 2.459 -0.992 -0.542 0.1 -0.1 -0.3 0.065
H 2.484 1.070 -4.185 -0.1 0.0 -0.1 0.001
H 4.085 3.094 -5.534 0.0 0.0 0.0 0.000
H 6.139 4.447 -5.140 0.0 0.0 0.0 0.002
H 7.393 4.230 -3.031 0.0 0.0 0.0 -0.001
H 6.639 2.661 -1.251 -0.1 0.0 -0.1 0.002
H 1.033 -0.414 -3.601 0.0 0.0 0.1 0.004
H -0.532 -1.996 -2.680 0.0 0.0 0.0 0.003
H 1.627 -2.369 0.841 0.0 0.0 0.0 0.005
H 3.330 -0.785 0.069 -0.1 0.0 -0.1 0.003
C -2.265 2.241 -1.672 0.0 0.0 0.1 0.000
C -2.132 0.939 -2.430 -0.1 -0.2 0.2 0.002
N -2.509 -0.179 -1.575 0.0 0.3 0.1 0.000
C -3.030 -0.099 -0.314 0.0 0.0 0.0 0.010
N -3.022 -1.157 0.433 0.2 0.2 0.0 0.095
C -3.720 -1.113 1.713 0.1 0.0 -0.1 0.005
C -3.731 0.278 2.321 0.0 0.0 0.0 0.002
C -4.283 1.248 1.300 0.1 0.0 -0.2 0.000
N -3.547 1.121 0.051 0.0 0.1 0.0 0.005
C -3.574 2.216 -0.907 -0.1 -0.2 0.1 0.001
H -2.234 3.084 -2.363 0.0 0.0 0.0 0.000
H -1.442 2.344 -0.960 0.0 0.0 0.0 0.000
H -1.110 0.796 -2.773 0.1 0.0 0.0 0.002
H -2.781 0.968 -3.310 -0.1 0.0 -0.1 0.000
H -2.101 -1.077 -1.760 0.0 -0.2 -0.1 -0.001
H -3.229 -1.809 2.392 0.0 0.0 0.0 0.001
H -4.746 -1.472 1.583 -0.1 -0.1 0.0 0.000
H -2.710 0.561 2.587 0.0 0.0 0.0 0.000
H -4.340 0.302 3.228 0.0 0.0 0.0 0.000
H -4.186 2.277 1.644 0.0 0.1 0.0 0.000
H -5.350 1.052 1.144 -0.1 0.0 0.0 0.000
H -3.719 3.140 -0.350 0.0 0.1 0.1 0.000
H -4.413 2.119 -1.609 0.0 0.0 0.0 0.000
```
Forces are in eV/Å.

## Properties
E ... -85284.3260 eV
Expectation value of S² ... 6.077
Molar mass ... 684.77 g/mol
Net charge ... -1
Frontier orbital gap (alpha / beta) ... 4.84 / 5.74 eV
Spin multiplicity ... 5
HOMO (alpha / beta) ... -2.477 / -4.193 eV

---

- net charge of number 1 (C27H31N4OTl)?
  +2